No. 1
# C5H6O2

A single C5H6O2 molecule (ωB97M-V/def2-TZVPD, OMol25).

Each line ends with the Mulliken charge.
Cartesian coordinates (Å):
O (-3.457, 0.740, -0.404)  -0.46
C (-2.339, 0.856, 0.027)  -0.03
C (-1.566, -0.323, 0.600)  -0.40
C (-0.151, -0.048, 0.813)  -0.09
C (1.045, 0.090, 0.759)  0.06
C (2.400, -0.003, 0.198)  -0.35
O (2.306, -0.568, -1.097)  -0.49
H (-1.799, 1.826, 0.001)  0.37
H (-2.076, -0.700, 1.491)  0.32
H (-1.620, -1.125, -0.147)  0.23
H (2.896, 0.977, 0.173)  0.26
H (3.023, -0.683, 0.787)  0.27
H (1.527, -0.175, -1.510)  0.30

Atoms 1-6, force components in eV/Å:
O 0.43 0.11 0.21
C -0.38 -0.03 -0.16
C -0.02 -0.08 0.01
C 0.57 0.04 -0.10
C -0.54 -0.19 -0.15
C 0.12 0.08 0.34

For the HOMO energy, the calculation gives -10.0 eV. The calculation puts the lowest unoccupied orbital energy at 0.7 eV. Its frontier orbital gap is 10.66 eV. Its energy relative to the best compared isomer or geometry (same formula, charge and spin) is 2.628 eV. Its SMILES is O=CCC#CCO.

---

No. 2
# C5H10O

A single C5H10O molecule (ωB97M-V/def2-TZVPD, OMol25).

Each line ends with the Mulliken charge.
Cartesian coordinates (Å):
C (-1.850, 0.327, -0.630)  -1.12
C (-0.957, -0.271, 0.409)  0.12
C (-0.581, -1.681, 0.487)  -0.37
O (0.315, -0.727, -0.116)  -0.13
C (1.500, 0.010, 0.936)  -0.50
C (1.810, 1.178, 0.016)  -0.84
H (-1.457, 1.316, -0.892)  0.23
H (-2.863, 0.451, -0.237)  0.36
H (-1.873, -0.289, -1.533)  0.31
H (-0.763, 0.296, 1.318)  0.47
H (-0.987, -2.388, -0.235)  0.21
H (-0.201, -2.079, 1.424)  0.29
H (2.293, -0.744, 0.777)  0.15
H (2.264, 0.949, -0.962)  0.27
H (2.510, 1.813, 0.574)  0.38
H (0.924, 1.803, -0.176)  0.16

Atoms 1-6, force components in eV/Å:
C -0.05 -0.01 -0.04
C -0.16 0.14 -0.02
C -0.06 -0.19 0.09
O 0.26 0.10 -0.01
C 0.25 -0.09 -0.32
C 0.01 0.14 0.06

For the HOMO energy, the calculation gives -7.2 eV. The calculation puts the lowest unoccupied orbital energy at 1.0 eV. Its frontier orbital gap is 8.13 eV. Its energy relative to the best compared isomer or geometry (same formula, charge and spin) is 5.143 eV.